#one
Formula: C4H6FN3
Source: the OMol25 dataset
Level of theory: ωB97M-V/def2-TZVPD

Cartesian coordinates (Å):
N (1.454, 1.278, 1.498)
C (0.508, 0.812, 0.591)
C (-0.288, 1.536, -0.160)
N (-1.150, 0.697, -0.783)
C (-0.930, -0.579, -0.646)
F (-1.290, -1.562, -1.608)
C (0.220, -0.481, 0.280)
N (1.118, -1.384, 0.851)
H (2.087, 1.919, 0.913)
H (2.172, 0.537, 1.716)
H (-0.481, 2.525, -0.100)
H (-1.487, 1.134, -1.728)
H (0.921, -1.619, 2.014)
H (1.379, -2.298, 0.312)

Properties
LUMO energy in eV: 0.86
Frontier orbital gap in eV: 8.6575
Charge: 0
Molecular weight in g/mol: 115.1
SMILES string: Nc1c[nH]c(F)c1N
HOMO in eV: -7.79

=====

#two
Formula: C4H6FN3
Source: the OMol25 dataset
Level of theory: ωB97M-V/def2-TZVPD

Cartesian coordinates (Å):
C (2.056, -0.107, -2.034)
N (1.425, -0.954, -1.360)
N (0.494, -0.474, -0.469)
C (-0.336, -1.360, 0.221)
N (-1.149, -1.139, 1.193)
C (-1.261, 0.177, 1.785)
C (-1.558, 1.339, 1.290)
F (-1.559, 1.486, -0.084)
H (1.968, 0.998, -2.047)
H (2.716, -0.566, -2.801)
H (0.368, 0.510, -0.341)
H (-0.147, -2.364, -0.067)
H (-1.296, 0.149, 2.884)
H (-1.721, 2.304, 1.829)

Properties
LUMO energy in eV: 0.94
Frontier orbital gap in eV: 9.8311
Charge: 0
Molecular weight in g/mol: 115.1
SMILES string: C=NN/C=N\C=C/F
HOMO in eV: -8.89

=====

Result of the stability comparison: #one is the least stable of them.

=====

#one
Formula: C3H8NO2
Source: the OMol25 dataset
Level of theory: ωB97M-V/def2-TZVPD

Cartesian coordinates (Å):
C (3.101, -0.399, -0.224)
C (-2.276, -0.915, 0.277)
C (-1.282, 1.199, 0.179)
N (2.007, 0.152, 0.460)
O (0.913, 0.169, -0.080)
O (-1.834, 0.247, -0.404)
H (3.653, -1.029, 0.475)
H (3.767, 0.451, -0.410)
H (2.859, -0.911, -1.161)
H (-1.813, -1.776, -0.214)
H (-3.357, -0.997, 0.137)
H (-2.025, -0.895, 1.338)
H (-1.153, 1.237, 1.259)
H (-0.980, 2.040, -0.437)

Properties
LUMO energy in eV: -5.50
Frontier orbital gap in eV: 8.0585
Charge: +1
Molecular weight in g/mol: 90.1
HOMO in eV: -13.55

=====

#two
Formula: C3H8NO2
Source: the OMol25 dataset
Level of theory: ωB97M-V/def2-TZVPD

Cartesian coordinates (Å):
C (-1.202, -0.458, 0.859)
C (-0.059, 0.352, 0.044)
N (0.029, -0.381, -1.279)
O (-0.375, 1.616, -0.299)
C (1.232, 0.128, 0.775)
O (2.152, -0.373, 0.191)
H (-2.105, -0.325, 0.335)
H (-0.846, -1.435, 0.802)
H (-1.292, -0.101, 1.819)
H (-0.493, -1.147, -1.599)
H (0.235, 0.213, -2.069)
H (1.001, -0.781, -1.030)
H (0.427, 2.126, -0.286)
H (1.296, 0.566, 1.738)

Properties
LUMO energy in eV: -4.53
Frontier orbital gap in eV: 11.4231
Charge: +1
Molecular weight in g/mol: 90.1
SMILES string: C[C@@]([NH3+])(O)C=O
HOMO in eV: -15.95

=====

Result of the stability comparison: #one is the least stable of them.

=====

#one
Formula: C2H2N2OS
Source: the OMol25 dataset
Level of theory: ωB97M-V/def2-TZVPD

Cartesian coordinates (Å):
C (-2.862, 0.095, -0.593)
N (-1.790, -0.321, -0.352)
S (-0.492, -1.068, -0.089)
H (-3.667, 0.635, -0.717)
N (1.719, 0.483, 0.870)
C (2.396, 0.069, -0.025)
O (3.167, -0.064, -0.905)
H (1.529, 0.171, 1.811)

Properties
LUMO energy in eV: 0.60
Frontier orbital gap in eV: 9.1217
Charge: 0
Molecular weight in g/mol: 102.1
SMILES string: C#[N+][S-].N=C=O
HOMO in eV: -8.52

=====

#two
Formula: C2H2N2OS
Source: the OMol25 dataset
Level of theory: ωB97M-V/def2-TZVPD

Cartesian coordinates (Å):
S (-0.780, -0.638, -1.921)
C (-0.411, 0.062, -0.308)
C (0.631, -0.148, 0.478)
N (0.524, 0.629, 1.531)
N (-0.519, 1.371, 1.418)
O (-1.140, 1.091, 0.204)
H (0.245, -1.520, -1.846)
H (1.449, -0.847, 0.444)

Properties
LUMO energy in eV: 0.41
Frontier orbital gap in eV: 9.9757
Charge: 0
Molecular weight in g/mol: 102.1
SMILES string: Sc1cnno1
HOMO in eV: -9.57

=====

Result of the stability comparison: #one is the least stable of them.

=====

#one
Formula: C6H5N3O
Source: the OMol25 dataset
Level of theory: ωB97M-V/def2-TZVPD

Cartesian coordinates (Å):
C (-0.802, -0.648, -0.762)
C (0.770, 0.728, -0.341)
C (1.842, 1.671, -0.770)
C (2.592, 2.316, 0.108)
C (-0.651, -0.517, 0.688)
C (-1.274, -1.048, 1.637)
H (-1.827, -1.242, -2.713)
H (-1.781, -2.480, -1.336)
H (2.329, 1.813, -1.762)
H (3.664, 3.239, -0.360)
H (2.511, 1.825, 1.066)
N (-1.594, -1.341, -1.461)
N (0.446, 0.412, 0.844)
N (-1.885, -1.748, 2.414)
O (0.185, 0.072, -1.355)

Properties
LUMO energy in eV: -0.03
Frontier orbital gap in eV: 8.1216
Charge: 0
Molecular weight in g/mol: 135.1
HOMO in eV: -8.15

=====

#two
Formula: C6H5N3O
Source: the OMol25 dataset
Level of theory: ωB97M-V/def2-TZVPD

Cartesian coordinates (Å):
O (1.767, 1.852, 1.407)
C (0.930, 1.526, 0.438)
N (0.701, 1.928, -0.811)
N (-0.047, 1.399, -1.755)
C (-0.708, 0.340, -1.544)
N (-0.604, -0.254, -0.340)
C (-0.905, -1.609, -0.265)
C (-0.322, -1.952, 0.968)
C (0.410, -0.827, 1.608)
C (0.267, 0.103, 0.663)
H (1.191, 2.815, -1.413)
H (-1.258, -0.179, -2.354)
H (-1.401, -2.065, -1.022)
H (-0.441, -2.801, 1.625)
H (0.420, -0.277, 2.793)

Properties
LUMO energy in eV: 0.69
Frontier orbital gap in eV: 9.7379
Charge: 0
Molecular weight in g/mol: 135.1
SMILES string: O=c1[nH]ncn2cccc12
HOMO in eV: -9.05

=====

Result of the stability comparison: #one is the least stable of them.